C10H7LaN2O5 | ωB97M-V/def2-TZVPD

The net charge is +2. As for the relative energy (zero: lowest compared OMol25 entry of this formula, charge and spin): 5.236 eV. The value obtained for the HOMO energy (spin up / spin down) is -15.4752 / -15.5161 eV. The spin multiplicity is 1.

Each line ends with the Mulliken charge.
Atoms and positions in Å:
O  -2.06687  -3.85405  1.88096  -0.175
C  -1.32575  -3.17895  1.30939  0.169
La  0.09333  0.78338  -1.39005  1.393
O  -1.37586  -0.18667  1.86525  -0.105
C  -0.91002  0.20080  0.89230  0.156
C  1.93916  -0.63723  -1.00589  0.339
O  3.06710  -0.15330  -1.01654  -0.280
C  -1.55842  -1.19190  -1.19746  0.170
O  -2.35866  -2.01446  -1.11975  -0.096
C  1.18300  -0.91722  0.32737  0.233
O  1.36849  -1.65853  1.20240  -0.211
H  0.83635  -0.71085  -2.23016  0.064
N  1.24914  7.15964  -0.23077  -0.434
C  1.14453  5.81248  -0.37372  1.170
C  0.61107  5.25587  -1.56007  -0.951
C  0.47413  3.87785  -1.64947  0.043
N  0.83028  3.03091  -0.63161  -0.402
C  1.39148  3.57012  0.49681  -0.294
C  1.55799  4.93621  0.66022  -0.686
H  0.94339  7.79282  -0.95870  0.217
H  1.61563  7.57453  0.61528  0.219
H  0.30057  5.90287  -2.38511  0.344
H  0.06760  3.39588  -2.55536  0.347
H  1.70497  2.85729  1.26269  0.421
H  1.99465  5.33700  1.57704  0.348


C3H11N2S | ωB97M-V/def2-TZVPD

The net charge is +1. As for the relative energy (zero: lowest compared OMol25 entry of this formula, charge and spin): 2.381 eV. The value obtained for the HOMO energy is -13.4185 eV. The spin multiplicity is 1.

Each line ends with the Mulliken charge.
Atoms and positions in Å:
C  -0.20695  -1.83613  0.41340  -1.519
C  0.04640  -0.61467  -0.33861  0.026
N  1.67325  -0.07174  0.03568  -0.447
N  -0.84947  0.34138  -0.04092  -0.088
C  -0.95261  1.65575  -0.84299  -0.773
S  -1.13718  0.53020  1.70589  -0.081
H  0.01383  -1.96372  1.46885  0.471
H  -1.28020  -2.12207  0.24650  0.375
H  0.26279  -2.66637  -0.19541  0.419
H  0.18798  -0.69248  -1.44257  0.521
H  1.65956  0.94334  -0.15187  0.290
H  2.21653  -0.67144  -0.63510  0.377
H  1.76891  -0.38492  1.02259  0.357
H  -1.92935  2.28180  -0.60076  0.278
H  -0.03576  2.21872  -0.55822  0.347
H  -0.99977  1.42818  -1.93770  0.299
H  -0.43798  1.62415  1.85124  0.147


C31H42BeBrN3P2 | ωB97M-V/def2-TZVPD

The net charge is +2. As for the relative energy (zero: lowest compared OMol25 entry of this formula, charge and spin): 0.883 eV. The value obtained for the HOMO energy is -12.7877 eV. The spin multiplicity is 1.

Each line ends with the Mulliken charge.
Atoms and positions in Å:
C  3.20599  4.30520  -1.50270  -0.194
C  2.12117  3.70877  -2.17893  0.201
C  2.22066  3.51794  -3.58346  -0.010
C  3.05987  4.40911  -4.27358  -0.607
N  3.78545  5.28058  -3.58239  -0.531
C  3.96700  5.21044  -2.26887  -0.421
C  0.98560  3.22921  -1.44467  0.647
C  -0.00574  2.72304  -0.90940  -1.496
C  -1.24962  2.12545  -0.49381  0.820
C  -1.46721  0.72699  -0.01866  4.888
C  -2.67985  0.54536  0.73630  -1.533
C  -3.69060  1.49239  0.69939  -0.283
C  -3.53476  2.75908  0.09660  -0.699
C  -2.30471  3.03837  -0.48642  -0.690
Be  -0.39750  0.52675  1.37486  -1.214
P  1.24856  -0.05126  -0.09391  0.770
H  1.67239  2.73845  -4.11542  0.598
H  3.41072  4.12750  -0.44652  0.411
H  3.05966  4.45043  -5.37705  0.361
H  4.64869  5.91897  -1.77841  0.376
H  -2.07976  4.00886  -0.93143  0.580
H  -1.11487  -0.14940  -0.63836  -3.083
H  -4.33268  3.50596  0.07433  0.499
H  -2.76401  -0.37246  1.30610  0.575
C  2.01841  -1.71343  0.15454  -0.408
C  3.11747  -2.12369  -0.85433  -1.470
H  1.19288  -2.44653  0.11301  0.519
H  2.42261  -1.79340  1.17759  0.548
H  3.48653  -3.14510  -0.63608  0.464
H  2.72566  -2.11577  -1.88484  0.311
H  3.99287  -1.45225  -0.80813  0.264
C  1.40733  0.21143  -1.93344  -0.221
C  2.73875  0.78528  -2.41589  -1.461
H  0.61203  0.92401  -2.18205  0.511
H  1.15346  -0.67925  -2.52746  0.534
H  2.66674  1.15149  -3.45244  0.424
H  3.01755  1.65363  -1.81650  0.231
H  3.57735  0.08296  -2.36748  0.330
C  2.35393  1.19113  0.66793  0.472
C  3.82096  0.84574  0.86728  -1.613
H  1.91786  1.42143  1.65106  0.002
H  2.22755  2.11270  0.09902  -0.398
H  4.27933  1.62130  1.49717  0.469
H  3.93614  -0.11497  1.37829  0.371
H  4.38735  0.81724  -0.07127  0.251
Br  -5.42824  0.98207  1.43102  -0.093
P  -1.83289  -2.31883  -1.67062  0.680
C  -0.90874  -3.29377  -2.85280  -0.397
C  -1.67220  -4.55822  -3.19629  -1.309
H  0.07283  -3.50773  -2.38788  0.278
H  -0.72700  -2.65256  -3.72503  0.461
H  -1.05409  -5.14463  -3.87579  0.443
H  -1.88098  -5.16478  -2.30806  0.302
H  -2.61700  -4.35388  -3.71475  0.273
C  -3.11736  -3.25215  -0.80503  -0.725
C  -4.46422  -3.31488  -1.50924  -1.320
H  -3.20820  -2.78242  0.19198  0.404
H  -2.69190  -4.25234  -0.64442  0.554
H  -5.09504  -3.98049  -0.91574  0.455
H  -4.95932  -2.33715  -1.55060  0.310
H  -4.40988  -3.74504  -2.51881  0.178
C  -2.79832  -0.95144  -2.44585  -0.321
C  -3.37334  -1.23095  -3.82761  -1.430
H  -2.15930  -0.04760  -2.44813  0.385
H  -3.59661  -0.72805  -1.71911  0.226
H  -3.90861  -0.31768  -4.12216  0.460
H  -2.57433  -1.41797  -4.56086  0.273
H  -4.10707  -2.05546  -3.82745  0.296
N  0.55285  -1.30663  7.98997  -0.328
C  0.35956  -0.97608  6.87933  -0.427
C  0.25115  -0.62006  5.47084  0.766
C  -0.04694  -1.59621  4.51600  -0.665
C  -0.10347  -1.26966  3.17723  0.193
N  -0.04840  0.04603  2.83550  0.606
C  0.32472  1.01787  3.71388  0.194
C  0.48306  0.69140  5.04403  -0.846
H  -0.31907  -2.60318  4.82796  0.493
H  -0.21487  -2.01785  2.37458  0.520
H  0.48271  2.02697  3.32970  0.500
H  0.71436  1.46127  5.76662  0.519


C11H34MnO11 | ωB97M-V/def2-TZVPD

The net charge is -1. The value obtained for the HOMO energy (spin up / spin down) is -1.9994 / -6.6819 eV. The spin multiplicity is 7.

Each line ends with the Mulliken charge.
Atoms and positions in Å:
Mn  -1.65697  9.13549  8.86129  0.139
C  -4.75839  9.81949  11.57645  -0.088
C  -3.58731  9.53859  10.58181  1.013
O  -2.66068  10.37164  10.42490  -0.960
O  -3.54712  8.46677  9.98183  -0.651
H  -4.98676  10.88506  11.59946  -0.001
H  -4.38690  9.57760  12.57223  -0.042
H  -5.66238  9.28187  11.29031  0.027
C  -3.99613  8.24295  5.61296  -1.094
C  -3.10317  8.56903  6.75045  1.128
O  -3.02302  9.72277  7.13851  -0.709
O  -2.42064  7.68711  7.32757  -0.698
H  -3.47565  8.42705  4.67311  0.307
H  -4.78547  8.99164  5.67997  0.307
H  -4.36335  7.22663  5.75560  0.267
C  -5.73848  13.99832  11.24060  -0.198
O  -6.52531  14.11529  10.04423  -0.545
H  -6.30257  13.40160  11.95742  0.202
H  -4.71036  13.75040  10.97678  -0.028
H  -5.60651  14.96052  11.73544  0.307
H  -6.53468  13.24769  9.63341  0.299
C  -7.89772  9.25271  13.55212  -0.674
O  -6.79861  8.29893  13.65811  -0.544
H  -7.61682  10.14939  14.10454  0.284
H  -8.11391  9.60757  12.54444  0.260
H  -8.82259  8.86264  13.97705  0.261
H  -7.03801  7.61237  13.03127  0.405
C  -1.85487  13.55431  11.65390  -0.703
O  -2.16164  12.37730  12.33789  -0.402
H  -2.58353  13.83818  10.89457  0.186
H  -1.79151  14.40788  12.32882  0.235
H  -0.88204  13.40771  11.18464  0.286
H  -2.34023  11.71177  11.66948  0.344
C  -1.69893  9.48495  14.64786  -0.206
O  -0.60663  8.57323  14.94138  -0.571
H  -2.00669  10.03655  15.53619  0.210
H  -1.49382  10.23305  13.88210  0.137
H  -2.48578  8.81888  14.29387  0.148
H  -0.89733  7.93410  15.59606  0.304
C  -5.58906  10.49917  15.76925  -0.760
O  -5.22842  9.15060  15.57419  -0.581
H  -4.96021  10.89313  16.56765  0.265
H  -5.35187  11.09395  14.88716  0.213
H  -6.64158  10.63707  16.01683  0.356
H  -5.75894  8.84540  14.83460  0.611
C  -4.38011  5.52877  9.55405  -0.605
O  -5.47496  6.44534  9.54798  -0.491
H  -3.74790  5.61286  10.43799  0.254
H  -4.78206  4.51678  9.50487  0.279
H  -3.76228  5.74411  8.68226  0.168
H  -5.01907  7.29018  9.54545  0.366
C  -8.64628  7.16241  10.42691  -0.728
O  -7.70114  6.98015  11.46439  -0.496
H  -8.64344  6.39854  9.64935  0.273
H  -9.59539  7.12280  10.96145  0.270
H  -8.53507  8.15592  9.99256  0.279
H  -6.88309  6.66510  11.07306  0.383